Entry 1:
Here is one molecule with the formula C4H5N3 in a non-equilibrium geometry from OMol25. Energies are from ωB97M-V/def2-TZVPD.

Geometry as XYZ:
```
12
Properties=species:S:1:pos:R:3:forces:R:3:lowdin_charge:R:1
N 0.6910 1.2998 -0.6726 0.06 -0.28 -0.35 0.106
C 0.5175 -0.1890 1.7789 0.89 -0.43 0.22 -0.210
C 0.4158 0.2146 -1.2605 0.05 0.18 0.14 -0.216
H 0.9007 -0.1290 -2.1819 -0.05 0.05 0.09 0.113
H -0.0640 -1.6133 -0.2775 -0.05 0.14 -0.04 0.119
H -1.3372 0.8854 2.1193 0.01 -0.19 0.02 0.111
H -1.2684 -1.1150 -1.4741 0.12 0.10 0.11 0.109
C -0.6121 -0.7451 -0.6791 0.00 -0.03 -0.07 -0.224
N 1.5570 -0.6071 2.0703 -1.03 0.43 -0.23 0.163
N -1.4055 -0.0680 0.3227 0.29 0.09 0.34 0.045
C -0.8223 0.2499 1.4019 -0.27 -0.01 -0.15 -0.179
H 1.4275 1.8170 -1.1474 -0.03 -0.04 -0.09 0.063
```
Forces are in eV/Å.

Values from the calculation:
E: -319.62808 hartree
energy above the lowest of the compared OMol25 structures with the same formula, charge and spin: 52.79 kcal per mole
SMILES string: [H]/N=C/C/N=C\C#N
charge: 0
2S+1: 1



Entry 2:
Here is a 2-piece molecular cluster, C3H8O overall from OMol25. Energies are from ωB97M-V/def2-TZVPD.

Geometry as XYZ:
```
12
Properties=species:S:1:pos:R:3:forces:R:3:lowdin_charge:R:1
H -1.0960 -0.1060 -1.2676 0.03 0.07 0.00 0.060
C -1.4572 -0.0885 -0.2375 0.03 -0.07 -0.21 -0.176
H -0.6913 -0.5787 0.3625 -0.10 -0.04 0.14 0.055
C -1.7142 1.3384 0.2232 0.57 0.11 0.05 -0.173
C 3.1402 -1.2535 0.0265 0.22 -0.40 0.10 -0.155
H -0.7619 1.8463 0.3957 -0.04 0.02 -0.03 0.062
H -2.2331 1.9092 -0.5376 -0.27 0.09 -0.07 0.057
H -2.3614 -0.6930 -0.2219 -0.07 -0.08 0.10 0.058
H 2.8239 -1.4710 -1.0106 -0.11 0.26 0.00 0.078
O 2.9820 -0.2003 0.5721 -0.11 0.08 -0.14 -0.003
H 3.6349 -2.1028 0.5373 -0.02 0.07 0.04 0.078
H -2.2659 1.3999 1.1579 -0.14 -0.11 0.02 0.059
```
Forces are in eV/Å.

Values from the calculation:
E: -194.30032 hartree
energy above the lowest of the compared OMol25 structures with the same formula, charge and spin: 22.35 kcal per mole
SMILES string: C=O.CC
charge: 0
2S+1: 1



Entry 3:
Here is C27H35AuN4OS as an isolated structure from OMol25. Energies are from ωB97M-V/def2-TZVPD.

Geometry as XYZ:
```
69
Properties=species:S:1:pos:R:3:forces:R:3:lowdin_charge:R:1
C 1.3881 -1.9982 -2.4230 -0.03 0.00 0.00 -0.067
H 3.0564 -4.6798 -0.9590 -0.01 0.01 0.03 0.081
H -4.0097 0.5729 0.4661 -0.02 -0.02 -0.01 0.036
C -0.7508 -2.2973 0.8591 0.09 -0.05 0.11 -0.315
H -4.7497 -1.0202 2.2854 0.00 0.01 -0.01 0.092
C 2.2418 2.0444 1.1763 -0.01 0.02 -0.03 -0.066
H 1.0154 6.0237 -3.0423 0.02 0.00 0.00 0.088
H -5.9679 -2.1504 -1.0713 0.00 0.00 0.00 0.083
C 0.6524 -2.0262 0.8210 -0.01 -0.08 0.29 -0.139
N -1.7532 -1.4337 0.4717 -0.14 0.07 -0.18 -0.072
C -1.0038 4.7479 0.1437 0.03 0.01 -0.01 -0.010
H -3.8357 -0.0031 -1.2122 0.02 0.00 0.00 0.064
C -0.3295 5.0822 -1.0228 -0.01 0.00 0.01 -0.201
H 0.9607 -0.0253 2.6936 -0.01 0.07 -0.03 0.056
H -3.4367 -4.1621 1.1185 0.01 0.00 0.00 0.103
H -0.7691 -4.3989 1.4893 0.00 0.02 0.01 0.107
H 1.4354 -4.1951 -0.4719 -0.05 0.09 -0.05 0.055
H 3.6907 1.3319 2.5445 -0.01 -0.01 0.01 0.121
C -0.2807 2.7429 -1.5325 0.03 -0.03 -0.05 -0.114
C -1.3130 -3.5202 1.1772 -0.08 -0.02 -0.01 -0.030
C 3.2345 -1.8852 -0.6152 0.07 0.02 -0.14 -0.131
C -5.1776 -1.6535 1.5069 0.02 0.01 0.02 -0.042
C -2.9429 -2.0979 0.5444 0.01 0.01 0.12 -0.244
H 3.0311 2.5555 0.6203 -0.02 -0.02 -0.02 0.082
H -4.3653 -2.4354 -1.7711 0.00 0.00 0.00 0.088
S -0.4957 7.7477 -0.3359 -0.01 0.00 0.00 0.710
C -0.0151 6.5235 -1.3169 0.01 0.00 0.00 -0.817
H 1.7418 -4.6688 -2.1376 0.02 -0.02 0.01 0.079
C 3.4143 -0.1615 1.1056 -0.03 -0.10 0.08 -0.141
H 2.3663 -0.3379 3.7214 -0.03 -0.04 -0.04 0.082
C 2.1636 -4.1400 -1.2801 -0.02 -0.04 0.07 -0.055
C -2.6927 -3.3951 0.9775 0.04 -0.02 -0.04 -0.043
C 2.6248 -1.0130 0.3018 0.27 0.25 0.23 -0.172
H 1.7403 -1.0500 -2.8351 -0.01 0.03 0.02 0.079
N -0.9258 2.4438 -0.4034 -0.03 -0.04 0.15 -0.100
C -4.9489 -2.4758 -0.8492 0.00 -0.02 0.02 -0.052
C 1.8732 0.4089 3.0949 0.02 -0.01 0.06 -0.056
H -6.1973 -1.3173 1.3039 0.00 0.00 0.00 0.084
H -4.9870 -3.5148 -0.5219 -0.01 -0.01 0.00 0.075
H 0.5478 4.1896 -2.8130 0.00 0.00 0.00 0.107
H 0.9178 7.7052 -2.6623 0.00 0.00 0.00 0.101
O -2.1712 1.1095 1.6956 -0.06 0.08 -0.05 -0.551
H -5.4321 0.1219 -0.4829 -0.01 -0.02 -0.02 0.084
C -1.2874 3.4259 0.4269 0.03 0.02 0.00 -0.087
Au -1.3404 0.4640 0.0999 0.30 -0.02 0.13 1.195
C 5.4138 -1.1801 0.2045 -0.04 0.03 0.01 -0.084
H -1.8020 3.0783 1.3178 0.00 -0.01 0.00 0.091
H 3.3079 -2.8426 -2.4503 -0.03 0.02 -0.05 0.120
C 2.5289 -2.7116 -1.6929 0.03 0.06 -0.05 -0.368
H 1.0454 -2.6201 -3.2527 0.03 0.01 -0.02 0.078
H 1.5886 1.2415 3.7422 0.00 0.00 -0.01 0.078
C 2.8325 0.9084 2.0131 0.04 0.00 0.04 -0.373
C 4.7960 -0.2781 1.0567 0.00 -0.02 -0.06 -0.044
H 5.1070 -2.6168 -1.3384 -0.01 0.00 0.00 0.111
H 1.5209 1.6544 0.4591 -0.08 0.00 0.04 0.036
H 0.5269 -1.7920 -1.7912 -0.01 -0.06 0.05 0.047
H 1.2578 -2.8629 1.1844 0.04 0.02 -0.06 0.138
H -5.2227 -2.6753 1.8844 0.00 -0.01 0.00 0.078
C 4.6294 -1.9471 -0.6312 0.05 -0.07 -0.03 -0.052
C -4.3890 -0.1288 -0.2765 0.01 0.01 -0.02 -0.100
C -4.3307 -1.5692 0.2273 -0.05 0.01 -0.01 -0.546
H 5.3942 0.3585 1.6986 0.01 0.00 -0.01 0.109
C 0.0305 4.0407 -1.8769 0.00 -0.02 0.00 0.001
H 1.7479 2.7756 1.8190 -0.06 0.03 -0.02 0.078
N 0.6872 6.7524 -2.4367 -0.01 -0.01 0.00 0.087
N 1.2186 -0.9512 0.4242 -0.30 -0.11 -0.50 0.067
H -0.0007 1.9150 -2.1712 0.00 -0.01 0.01 0.117
H 6.4924 -1.2609 0.1698 0.00 0.00 0.02 0.100
H -1.2985 5.5272 0.8308 -0.01 -0.01 0.00 0.084
```
Forces are in eV/Å.

Values from the calculation:
E: -1877.85957 hartree
energy above the lowest of the compared OMol25 structures with the same formula, charge and spin: 14.05 kcal per mole
charge: 0
2S+1: 1